# 1
{
  "formula": "C23H27BN9O5PmS6Sb",
  "method": "the ωB97M-V functional and the def2-TZVPD basis",
  "multiplicity": 6,
  "energy_ha": -5024.574367,
  "total_charge": -2,
  "e_above_lowest_kj_mol": 133.7,
  "gap_ha": [0.2020, 0.2029],
  "elements": ["Pm", "Sb", "S", "S", "S", "S", "S", "S", "O", "O", "O", "O", "O", "N", "N", "N", "N", "N", "N", "N", "N", "N", "C", "C", "C", "C", "C", "C", "C", "C", "C", "C", "C", "C", "C", "C", "C", "C", "C", "C", "C", "C", "C", "C", "C", "B", "H", "H", "H", "H", "H", "H", "H", "H", "H", "H", "H", "H", "H", "H", "H", "H", "H", "H", "H", "H", "H", "H", "H", "H", "H", "H", "H"],
  "coordinates": [[-0.2371, -0.4283, -0.0505], [-1.9992, 2.3656, -2.0782], [-1.8820, 4.6994, -2.1494], [-3.5525, 1.7453, -3.6640], [1.0433, -0.1020, -2.6522], [-2.6147, -1.0551, -2.0684], [-3.3980, 1.5852, 1.8692], [-2.7985, 0.8110, 0.1333], [1.9471, -4.2113, -0.7383], [1.1078, -0.7597, -3.9415], [-0.3576, 0.1184, -2.1781], [0.6351, -2.5452, -0.0444], [-1.9395, -1.7772, -0.9540], [0.0852, 1.8425, 1.2611], [1.3390, -0.2670, 2.9182], [1.7285, -0.2800, 1.6363], [-1.1734, -1.2107, 2.0989], [-0.1351, 1.7478, 2.5902], [0.3058, 0.8339, 4.8693], [1.8973, -0.6778, -1.4939], [-1.1167, -0.4904, 3.2324], [-0.2709, 0.2455, 5.9157], [2.3350, 3.6277, -1.8137], [-2.9228, -1.7378, 3.3888], [-0.5304, 3.8527, 2.0488], [-2.0743, -2.0076, -3.5363], [0.2608, 0.7768, 6.9977], [2.8404, -0.9969, 1.5780], [2.1933, -0.9842, 3.6681], [-0.1369, 3.1143, 0.9342], [-0.5296, 2.9391, 3.0767], [1.5740, -3.0387, -0.7244], [1.7188, 3.6179, -4.1274], [-2.2571, -1.9719, 2.1849], [-4.2968, -1.7832, -1.9956], [1.2237, 1.7321, 5.2843], [1.5644, 1.6093, -2.8331], [-2.1609, -0.7792, 4.0222], [1.4027, 2.2721, -4.0352], [3.1864, -1.4674, 2.8452], [1.2196, 1.7393, 6.6593], [2.5025, 5.7693, -3.0967], [2.0179, 2.2846, -1.7125], [2.1870, 4.3084, -3.0175], [2.3546, -2.0410, -1.6481], [0.0637, 0.4585, 3.4113], [-4.2006, -2.8620, -1.9936], [2.2124, -2.3766, -2.6840], [-2.2810, -0.2908, 4.9663], [1.6441, 6.3383, -2.7418], [1.5866, 4.1443, -5.0622], [-2.7781, -1.8785, -4.3490], [2.0321, -1.1233, 4.7183], [-4.7217, -1.4445, -1.0574], [1.8120, 2.2927, 4.5847], [-1.0975, -1.6209, -3.8157], [2.6862, 4.1619, -0.9415], [-0.8118, 3.0534, 4.1027], [2.7064, 6.0672, -4.1219], [2.1099, 1.7487, -0.7717], [0.0106, 3.4790, -0.0681], [1.8124, 2.3440, 7.3156], [-0.0654, 0.4488, 7.9660], [-3.8347, -2.1889, 3.7285], [3.4307, -2.1043, -1.4265], [3.3631, 6.0019, -2.4728], [-0.8025, 4.8870, 2.0727], [-2.5044, -2.6437, 1.3796], [1.0188, 1.7236, -4.8812], [4.0294, -2.0711, 3.1153], [3.3385, -1.1499, 0.6403], [-4.8856, -1.4217, -2.8272], [-1.9884, -3.0436, -3.2241]]
}



# 2
{
  "formula": "C23H27Br3MnN7O3",
  "method": "the ωB97M-V functional and the def2-TZVPD basis",
  "multiplicity": 2,
  "energy_ha": -10374.565051,
  "total_charge": 1,
  "e_above_lowest_kj_mol": 0.0,
  "gap_ha": [0.2760, 0.2755],
  "elements": ["Br", "Br", "Br", "Mn", "O", "O", "O", "N", "N", "N", "N", "N", "N", "N", "C", "C", "C", "C", "C", "C", "C", "C", "C", "C", "C", "C", "C", "C", "C", "C", "C", "C", "C", "C", "C", "C", "C", "H", "H", "H", "H", "H", "H", "H", "H", "H", "H", "H", "H", "H", "H", "H", "H", "H", "H", "H", "H", "H", "H", "H", "H", "H", "H", "H"],
  "coordinates": [[0.3488, -2.5391, 2.1214], [-5.3112, 4.3945, 1.3996], [-1.0052, 3.9181, -2.2307], [-0.0673, -0.1884, 0.5082], [-0.3856, 1.4603, -0.4637], [-1.4271, -1.2603, -0.5920], [3.2825, -0.1966, 5.7037], [-1.7206, 0.4832, 1.5556], [1.1199, 0.0620, 2.2168], [3.4551, 0.5612, -1.8599], [-2.9933, -1.4765, -2.1986], [3.6812, -1.7605, -1.2221], [2.2389, -1.1476, -3.0709], [1.5730, -0.5904, -0.7869], [-2.3391, -0.0246, 2.5957], [-2.1067, -0.7768, -1.5173], [-3.2175, -2.8781, -1.8665], [2.5581, -1.6105, -0.3198], [2.4701, 1.1339, 3.8666], [-3.3564, 2.2863, 1.4906], [-3.0800, 3.9255, -0.2645], [-3.7473, -0.8838, -3.2939], [1.9557, -1.2063, 4.0756], [-3.4859, 0.5642, 3.1602], [1.1286, -1.0051, -2.1505], [-3.7750, 3.4587, 0.8172], [2.9450, 0.1343, -3.1648], [-3.9934, 1.7067, 2.6126], [-1.4486, 2.1284, -0.0995], [4.3593, -0.4690, -1.3526], [-2.2054, 1.6360, 1.0058], [1.2501, -1.0658, 2.9078], [2.5900, -0.0650, 4.5685], [2.3318, 0.6998, -0.9556], [3.1668, -2.1476, -2.5392], [-1.9293, 3.2628, -0.7240], [1.7254, 1.1509, 2.7080], [-3.3314, -2.9914, -0.7904], [-2.3780, -3.4924, -2.1940], [2.9187, -1.3045, 0.6647], [0.5980, -1.9545, -2.0612], [-3.9518, 0.0999, 4.0176], [-3.5524, -1.4244, -4.2199], [2.9423, 2.0407, 4.2202], [-4.8761, 2.1768, 3.0239], [3.6864, 0.6381, 5.9710], [-3.4128, 4.8172, -0.7771], [2.2615, 0.8939, -3.5470], [2.6522, -3.1066, -2.4543], [2.0286, -2.1487, 4.5971], [4.7398, -0.1641, -0.3754], [5.2015, -0.5771, -2.0365], [0.4430, -0.2394, -2.5184], [2.0453, -2.5682, -0.2328], [3.7795, 0.0289, -3.8584], [-4.8148, -0.9201, -3.0789], [4.0037, -2.2589, -3.2287], [-3.4472, 0.1538, -3.4236], [2.6954, 1.0021, 0.0298], [-4.1220, -3.2145, -2.3655], [-1.9939, 0.2677, -1.8215], [1.5928, 2.0625, 2.1392], [-1.9341, -0.9423, 3.0046], [1.6402, 1.4507, -1.3254]]
}



# 3
{
  "formula": "C23H27ClN2O3",
  "method": "the ωB97M-V functional and the def2-TZVPD basis",
  "smiles": "COc1ccc(CCCNC(=O)[C@@H]2CCC(=O)N(Cc3ccc(Cl)cc3)C2)cc1",
  "energy_ha": -1688.116422,
  "e_above_lowest_kj_mol": 22.9,
  "gap_ha": 0.3353,
  "elements": ["Cl", "O", "O", "O", "N", "N", "C", "C", "C", "C", "C", "C", "C", "C", "C", "C", "C", "C", "C", "C", "C", "C", "C", "C", "C", "C", "C", "C", "C", "H", "H", "H", "H", "H", "H", "H", "H", "H", "H", "H", "H", "H", "H", "H", "H", "H", "H", "H", "H", "H", "H", "H", "H", "H", "H", "H"],
  "coordinates": [[-5.7752, -1.4801, 2.2351], [-0.0145, -1.6923, -3.0918], [-2.1073, 3.6907, -1.6491], [3.2936, 2.0424, 1.2607], [1.8375, 0.4815, 1.9660], [-0.9966, 1.8811, -0.9117], [0.8044, -1.8247, -2.0070], [3.5558, -1.9658, 1.3037], [-1.2089, 3.2176, -0.9773], [1.1266, 2.1071, 0.2710], [-3.5142, -1.4712, 0.7645], [2.1921, 1.5348, 1.2029], [-2.8770, 0.3435, -0.6912], [0.6618, -2.7833, -1.0107], [2.9197, -1.6354, 2.6609], [2.5882, -1.8919, 0.1554], [2.7211, -0.9360, -0.8460], [1.8435, -0.8973, -1.9098], [-4.0282, 1.0283, -0.3189], [-0.1007, 1.2420, 0.0286], [-0.9882, -2.6807, -3.3299], [1.5500, -2.8071, 0.0520], [-2.6277, -0.9043, -0.1339], [-4.6603, -0.7762, 1.1145], [0.6355, 3.4540, 0.8065], [-1.8941, 0.9892, -1.6311], [2.7520, -0.1364, 2.8995], [-0.2235, 4.1228, -0.2578], [-4.9222, 0.4753, 0.5792], [1.9449, -0.1601, -2.6906], [-0.7918, 4.9556, 0.1600], [1.4340, -3.5705, 0.8085], [0.0548, 3.2898, 1.7178], [-3.3202, -2.4427, 1.1921], [-0.1232, -3.5226, -1.0572], [-4.2178, 2.0050, -0.7380], [1.6298, 2.2837, -0.6859], [4.3876, -1.2834, 1.1256], [1.9477, -2.1279, 2.7419], [-0.5388, -3.6757, -3.4024], [0.9302, 0.0582, 1.8726], [-1.4429, -2.4199, -4.2840], [-1.2921, 0.2377, -2.1492], [-1.7288, -1.4423, -0.4002], [3.7069, 0.3808, 2.7814], [2.3898, 0.0283, 3.9220], [-2.4211, 1.6042, -2.3637], [3.5575, -2.0242, 3.4567], [1.4852, 4.0903, 1.0576], [3.5221, -0.2140, -0.7921], [3.9571, -2.9817, 1.3512], [-5.8166, 1.0072, 0.8626], [-1.7626, -2.6842, -2.5553], [0.1912, 0.2767, -0.3950], [0.4162, 4.5388, -1.0421], [-0.6420, 1.0652, 0.9713]]
}